ORCA calculation (ωB97M-V/def2-TZVPD) on 14 unconnected molecules or ions with the total composition C98H213N7O10P2 in a non-equilibrium geometry.

```
330
Properties=species:S:1:pos:R:3:mulliken_charge:R:1
C 0.046 2.690 -9.499 -0.992
C 1.308 2.993 -8.829 -0.777
C 1.189 3.043 -7.231 -0.298
C 0.030 3.907 -6.809 -0.689
P 0.023 4.178 -5.047 0.157
C 1.048 5.536 -4.467 -1.279
C 0.982 5.787 -2.943 0.974
C 1.941 6.885 -2.389 -0.657
C 1.567 8.270 -2.938 -1.445
C -1.708 4.770 -4.527 0.226
C -2.005 6.043 -5.403 -1.250
C -3.113 6.933 -4.793 0.165
C -3.075 8.382 -5.268 -1.404
C 0.399 2.658 -4.086 1.953
C 1.843 2.257 -3.856 -0.406
C 1.949 0.738 -3.423 -0.027
C 1.538 -0.124 -4.532 -1.153
H -0.349 1.747 -9.080 0.186
H 0.071 2.593 -10.578 0.423
H -0.844 3.357 -9.320 0.227
H 1.701 3.932 -9.010 0.452
H 2.124 2.256 -9.018 0.345
H 2.137 3.459 -6.900 0.341
H 1.055 1.986 -6.790 -0.118
H -0.933 3.400 -6.988 0.540
H 0.023 4.923 -7.268 0.704
H 0.767 6.432 -5.025 0.765
H 2.107 5.331 -4.705 0.680
H 1.296 4.859 -2.464 -0.412
H -0.008 6.019 -2.594 -0.161
H 2.950 6.585 -2.720 0.483
H 2.070 6.874 -1.314 0.168
H 2.098 9.086 -2.448 0.454
H 0.491 8.457 -2.935 0.286
H 1.948 8.372 -3.960 0.365
H -1.801 4.984 -3.483 -1.080
H -2.428 3.982 -4.622 1.276
H -2.425 5.635 -6.390 0.304
H -1.116 6.590 -5.674 0.536
H -2.969 7.002 -3.727 -0.107
H -4.034 6.403 -5.162 0.408
H -2.806 8.489 -6.346 0.323
H -2.346 8.945 -4.671 0.288
H -4.017 8.868 -5.111 0.425
H -0.309 1.922 -4.494 -0.808
H -0.022 2.820 -3.048 -0.937
H 2.238 2.815 -2.987 0.240
H 2.465 2.544 -4.742 0.195
H 1.312 0.676 -2.514 -0.305
H 2.916 0.581 -3.107 0.754
H 1.855 -1.159 -4.327 0.404
H 1.864 0.287 -5.487 0.254
H 0.452 -0.116 -4.562 0.169
C 15.382 -3.852 1.392 -1.028
C 14.087 -4.050 0.582 -0.806
C 13.352 -2.764 0.398 -0.461
C 12.761 -2.225 1.759 -0.795
P 12.477 -0.381 1.712 0.780
C 11.948 0.296 3.319 -1.173
C 10.520 -0.161 3.806 -0.441
C 10.144 0.393 5.213 -0.678
C 10.140 1.949 5.204 -1.035
C 13.948 0.492 1.205 -1.001
C 15.162 0.245 2.081 -0.114
C 16.367 1.155 1.910 -0.538
C 17.553 0.664 2.807 -1.212
C 11.160 -0.094 0.494 -1.381
C 10.546 1.263 0.478 -0.291
C 9.466 1.312 -0.549 -0.640
C 8.357 0.316 -0.281 -1.260
H 15.927 -4.800 1.358 0.398
H 15.152 -3.708 2.466 0.273
H 15.997 -3.054 0.975 0.251
H 13.413 -4.776 1.044 0.366
H 14.208 -4.464 -0.432 0.398
H 12.523 -2.846 -0.283 0.438
H 14.120 -2.105 -0.121 0.219
H 13.421 -2.275 2.663 0.369
H 11.816 -2.747 1.979 0.632
H 12.114 1.374 3.294 0.573
H 12.688 -0.011 4.066 0.616
H 10.465 -1.249 3.810 0.391
H 9.660 0.104 3.096 0.012
H 10.726 0.060 6.065 0.354
H 9.130 0.052 5.496 0.355
H 10.023 2.425 6.185 0.399
H 9.358 2.411 4.611 0.277
H 11.140 2.273 4.856 0.241
H 13.658 1.553 1.162 0.673
H 14.139 0.194 0.181 0.701
H 15.521 -0.807 1.890 -0.172
H 14.901 0.277 3.182 0.198
H 16.109 2.275 2.055 0.345
H 16.716 1.182 0.829 0.320
H 17.295 0.270 3.798 0.358
H 18.199 1.545 3.035 0.358
H 18.183 -0.091 2.274 0.283
H 10.424 -0.841 0.629 0.506
H 11.585 -0.365 -0.491 0.711
H 11.322 1.976 0.257 0.306
H 10.123 1.387 1.472 0.120
H 9.850 1.015 -1.536 0.308
H 9.073 2.314 -0.627 0.425
H 8.763 -0.693 -0.334 0.326
H 7.604 0.421 -1.009 0.447
H 7.975 0.441 0.698 0.301
C 1.195 1.204 0.549 -1.964
C -0.290 1.383 0.295 3.087
C -0.908 0.427 -0.715 -1.377
N -2.400 0.422 -0.834 1.136
C -3.062 0.076 0.490 0.100
C -2.838 -0.578 -1.805 -0.187
C -4.255 -0.160 -2.233 0.904
C -4.067 1.434 -2.259 -1.202
C -2.887 1.746 -1.396 1.875
H 1.823 2.057 0.221 0.320
H 1.578 0.337 0.025 0.474
H 1.400 0.955 1.581 0.405
H -0.583 2.375 -0.125 -0.334
H -0.838 1.208 1.200 -1.325
H -0.578 -0.580 -0.383 0.374
H -0.612 0.610 -1.748 0.087
H -2.729 0.760 1.261 -0.109
H -2.800 -1.036 0.751 -0.645
H -4.135 0.076 0.271 0.551
H -2.670 -1.564 -1.283 -0.272
H -2.282 -0.481 -2.704 0.278
H -5.032 -0.449 -1.531 0.111
H -4.346 -0.642 -3.167 -0.540
H -5.041 1.888 -1.925 0.505
H -3.904 1.696 -3.317 0.102
H -3.085 2.365 -0.521 -1.082
H -2.093 2.121 -2.016 -0.272
C 2.523 -5.815 0.297 -1.443
C 1.115 -6.315 -0.057 0.545
C 1.234 -7.818 -0.456 -1.115
N -0.108 -8.415 -0.836 0.288
C -1.091 -8.134 0.164 -0.683
C -0.045 -9.979 -1.045 -0.561
C -1.133 -10.361 -2.065 -0.674
C -1.612 -8.980 -2.605 -0.637
C -0.536 -8.006 -2.200 -0.627
H 2.478 -4.781 0.565 0.389
H 3.140 -5.914 -0.561 0.412
H 2.982 -6.432 1.074 0.350
H 0.668 -5.746 -0.929 0.165
H 0.391 -6.115 0.802 0.075
H 1.676 -8.464 0.307 0.526
H 1.767 -7.809 -1.341 0.385
H -1.377 -7.064 0.066 0.036
H -0.705 -8.293 1.208 0.259
H -1.935 -8.839 0.026 0.593
H -0.250 -10.355 -0.022 0.337
H 0.966 -10.196 -1.361 0.487
H -1.949 -10.918 -1.614 0.367
H -0.641 -11.094 -2.723 0.295
H -2.620 -8.789 -2.226 0.187
H -1.719 -9.057 -3.688 0.512
H -0.860 -6.974 -2.184 0.374
H 0.365 -8.161 -2.805 0.451
C -5.802 -8.240 0.738 -1.595
C -5.639 -6.710 0.632 0.922
C -7.027 -6.100 0.642 -1.295
N -6.936 -4.643 0.809 0.597
C -6.303 -4.082 -0.481 -1.974
C -6.394 -4.196 2.134 -0.503
C -6.780 -2.709 2.142 -0.021
C -8.284 -2.823 1.686 -0.741
C -8.346 -4.066 0.723 -0.405
H -5.041 -8.873 0.382 0.350
H -6.609 -8.583 0.148 0.452
H -6.184 -8.622 1.743 0.336
H -5.144 -6.369 -0.315 -0.115
H -4.962 -6.313 1.394 0.047
H -7.634 -6.490 1.442 0.599
H -7.527 -6.323 -0.266 0.617
H -6.676 -4.622 -1.333 -0.026
H -5.221 -4.223 -0.367 0.496
H -6.502 -3.044 -0.469 1.168
H -5.319 -4.429 2.166 0.239
H -6.849 -4.827 2.926 0.343
H -6.154 -2.179 1.398 -0.393
H -6.541 -2.322 3.141 0.670
H -8.662 -1.918 1.144 0.351
H -8.873 -2.969 2.563 0.378
H -8.632 -4.014 -0.345 0.143
H -9.066 -4.752 1.183 0.456
C -1.618 -0.574 11.378 -1.459
C -1.701 -0.353 9.845 0.015
C -2.171 -1.647 9.184 -0.891
N -2.249 -1.606 7.685 0.606
C -3.246 -0.668 7.217 -1.089
C -2.501 -2.979 7.134 -1.031
C -1.970 -2.920 5.765 -0.508
C -0.723 -2.062 5.809 -0.486
C -0.879 -1.257 7.071 -0.687
H -0.823 -1.169 11.722 0.396
H -2.599 -0.883 11.753 0.360
H -1.452 0.374 11.885 0.410
H -0.678 -0.087 9.427 0.249
H -2.344 0.505 9.660 0.296
H -3.169 -1.933 9.512 0.489
H -1.492 -2.434 9.529 0.301
H -4.217 -1.093 7.460 0.232
H -2.996 -0.339 6.185 0.258
H -3.161 0.254 7.755 0.306
H -3.561 -3.110 7.370 0.610
H -2.044 -3.715 7.765 0.420
H -2.648 -2.478 5.108 0.170
H -1.864 -3.894 5.281 0.657
H -0.671 -1.420 4.938 -0.018
H 0.129 -2.750 5.954 0.507
H -0.695 -0.189 6.890 0.353
H -0.127 -1.614 7.774 0.525
C 3.110 5.225 5.054 -1.419
C 2.259 4.888 3.882 0.582
C 1.870 6.230 3.262 -1.411
N 0.709 6.276 2.227 1.153
C 0.834 5.129 1.212 -0.785
C 0.762 7.618 1.504 -0.396
C -0.058 8.605 2.280 -0.838
C -1.118 7.626 3.039 -0.785
C -0.533 6.173 2.996 0.822
H 3.481 4.258 5.439 0.413
H 2.517 5.791 5.809 0.347
H 3.968 5.900 4.723 0.312
H 1.413 4.314 4.289 -0.054
H 2.835 4.347 3.061 0.284
H 2.693 6.614 2.728 0.547
H 1.582 6.930 4.086 0.433
H 0.379 4.264 1.681 0.147
H 1.846 5.032 0.904 0.599
H 0.231 5.365 0.340 -0.112
H 0.316 7.427 0.560 0.327
H 1.759 8.012 1.369 0.368
H -0.532 9.359 1.673 0.444
H 0.549 9.172 3.066 0.309
H -2.066 7.528 2.428 0.318
H -1.397 8.021 3.994 0.425
H -1.183 5.429 2.603 -1.132
H -0.257 5.815 3.968 0.354
C -9.579 4.821 1.716 -1.531
C -8.201 4.109 1.875 -0.107
C -7.536 4.178 3.237 -0.500
N -6.193 3.447 3.326 0.872
C -6.190 2.214 2.585 -1.585
C -5.794 3.366 4.802 -0.108
C -5.291 4.742 5.213 -0.925
C -4.590 5.260 3.922 -0.140
C -5.059 4.321 2.805 -0.797
H -9.882 4.662 0.682 0.396
H -9.528 5.840 1.888 0.423
H -10.426 4.441 2.305 0.354
H -7.540 4.617 1.135 0.205
H -8.256 3.049 1.602 0.292
H -8.146 3.773 4.106 0.309
H -7.250 5.212 3.376 0.368
H -7.183 1.792 2.539 0.541
H -5.571 1.462 2.990 0.299
H -5.955 2.533 1.540 0.561
H -4.983 2.629 4.840 0.124
H -6.658 3.103 5.391 0.519
H -4.638 4.565 6.060 0.507
H -6.063 5.446 5.580 0.266
H -3.484 5.263 4.004 -0.175
H -4.930 6.312 3.741 0.442
H -4.256 3.724 2.437 -0.063
H -5.330 4.835 1.932 0.562
C -1.919 -5.576 -7.104 -1.209
C -2.885 -4.470 -7.503 -0.479
C -3.405 -3.623 -6.337 0.153
N -4.762 -3.891 -5.692 0.669
C -5.876 -3.623 -6.610 -1.069
C -4.956 -2.892 -4.589 -1.749
C -4.598 -3.664 -3.288 2.036
C -4.451 -5.140 -3.626 0.084
C -4.991 -5.278 -5.111 -1.213
H -2.319 -6.548 -6.818 0.328
H -1.282 -5.241 -6.246 0.272
H -1.242 -5.706 -7.900 0.451
H -3.682 -4.924 -8.123 0.175
H -2.372 -3.713 -8.109 0.417
H -3.464 -2.565 -6.539 -0.344
H -2.629 -3.722 -5.544 0.258
H -5.764 -4.321 -7.511 0.373
H -5.734 -2.624 -7.059 0.335
H -6.838 -3.618 -6.117 0.450
H -6.010 -2.718 -4.573 0.312
H -4.452 -1.945 -4.748 0.645
H -5.418 -3.447 -2.598 -0.858
H -3.683 -3.323 -2.781 -0.420
H -4.943 -5.939 -3.016 0.239
H -3.371 -5.397 -3.553 0.140
H -6.051 -5.495 -5.155 0.440
H -4.439 -5.962 -5.706 0.588
C -3.196 5.168 -1.010 -1.340
C -1.930 4.611 -0.442 -0.115
O -1.878 4.357 0.793 -0.555
O -1.009 4.233 -1.225 0.039
H -3.573 4.480 -1.795 0.276
H -3.017 6.196 -1.357 0.444
H -4.035 5.189 -0.351 0.027
C -1.235 2.187 3.811 0.056
C -2.370 1.242 4.238 0.471
O -2.198 0.028 4.274 -0.784
O -3.410 1.914 4.602 -0.982
H -0.263 1.669 3.450 -0.106
H -1.053 2.770 4.691 0.623
H -1.576 2.795 2.951 -0.405
C -9.982 -4.550 -3.708 -1.364
C -8.562 -4.879 -3.353 0.634
O -8.351 -5.659 -2.411 -0.709
O -7.665 -4.304 -4.033 -0.580
H -10.148 -4.062 -4.597 0.356
H -10.352 -4.007 -2.867 0.296
H -10.622 -5.422 -3.608 0.380
C -1.100 -3.860 1.538 -0.615
C -2.199 -4.000 0.432 -0.181
O -2.970 -3.050 0.071 -0.231
O -2.309 -5.160 0.013 -0.551
H -0.224 -4.432 1.277 -0.258
H -1.415 -4.372 2.456 0.176
H -0.782 -2.821 1.688 0.221
C -2.842 0.775 -7.074 -0.965
C -2.702 0.485 -5.589 0.210
O -3.033 -0.633 -5.175 -0.666
O -2.214 1.434 -4.854 -0.253
H -3.529 1.628 -7.345 0.240
H -3.219 -0.154 -7.523 0.335
H -1.858 0.999 -7.415 -0.051
```

Output
DFT total energy = -154531.7145 eV
Spin multiplicity = 1
Charge = +4
Frontier orbital gap = 0.266 Ha

---

ORCA calculation (ωB97M-V/def2-TZVPD) on a gas-phase ion, C5H13N2S (charge +1) in a non-equilibrium geometry.

```
21
Properties=species:S:1:pos:R:3:mulliken_charge:R:1
C 0.341 1.699 0.822 -0.778
C -0.626 2.001 -0.277 -0.470
C -0.692 -0.462 -0.789 -0.444
C -1.107 -1.699 0.122 -1.440
C 2.820 -1.212 -0.084 -0.833
N 0.982 0.433 0.566 -0.124
N -1.447 0.768 -0.648 -0.159
S 2.286 0.519 -0.329 0.115
H 1.226 2.440 0.765 0.406
H 0.042 1.675 1.913 0.306
H -1.234 2.889 0.063 0.372
H -0.047 2.378 -1.113 0.342
H -0.207 -0.631 -1.672 0.642
H -2.136 -1.935 -0.002 0.434
H -0.971 -1.439 1.102 0.469
H -0.498 -2.450 -0.201 0.380
H 2.393 -1.672 -0.920 0.271
H 2.383 -1.559 0.835 0.279
H 3.869 -1.381 -0.078 0.387
H -2.145 0.599 0.082 0.440
H -2.132 1.028 -1.489 0.403
```

Output
DFT total energy = -19200.5030 eV
Spin multiplicity = 1
Charge = +1
Frontier orbital gap (alpha / beta) = 0.293 / 0.286 Ha
Energy above the lowest of the compared OMol25 structures with the same formula, charge and spin = 4.367 eV

---

ORCA calculation (ωB97M-V/def2-TZVPD) on a gas-phase ion, C4H11N2O (charge +1) in a non-equilibrium geometry.

```
18
Properties=species:S:1:pos:R:3:mulliken_charge:R:1
O -1.337 0.017 -2.364 -0.621
C -1.093 0.571 -1.310 0.325
N -0.945 1.909 -1.178 -0.346
C -0.454 -0.328 -0.164 -0.026
N 0.443 -1.179 -1.017 -0.303
C 0.868 -0.646 1.959 -1.272
C 0.334 0.387 0.889 -0.711
H -1.037 2.382 -0.302 0.222
H -1.280 2.456 -1.966 0.277
H -1.261 -1.001 0.121 0.417
H 1.367 -0.757 -1.114 0.333
H -0.074 -1.252 -1.923 0.358
H 0.673 -2.066 -0.561 0.367
H 1.891 -0.994 1.879 0.356
H 0.112 -1.419 2.122 0.377
H 0.716 -0.123 2.905 0.363
H -0.155 1.142 1.502 0.493
H 1.231 0.900 0.524 0.389
```

Output
DFT total energy = -9347.6767 eV
Spin multiplicity = 1
Charge = +1
Frontier orbital gap = 0.424 Ha
SMILES = CC[C@H]([NH3+])C(N)=O
Energy above the lowest of the compared OMol25 structures with the same formula, charge and spin = 1.180 eV

---

ORCA calculation (ωB97M-V/def2-TZVPD) on 2 unconnected molecules or ions with the total composition C5H13N3O2 in a non-equilibrium geometry.

```
23
Properties=species:S:1:pos:R:3:mulliken_charge:R:1
C -0.533 0.074 0.947 1.495
C -0.231 1.465 1.516 -1.709
C -1.128 -0.829 2.038 -1.680
N -1.507 0.201 -0.120 -0.667
C 0.795 -0.578 0.531 0.337
O 1.784 -0.664 1.206 -0.558
H -1.722 -0.693 -0.543 0.316
H -1.225 0.859 -0.837 0.224
H 0.544 -1.566 -0.302 -0.210
H 0.076 2.147 0.722 0.363
H 0.565 1.407 2.255 0.354
H -1.128 1.877 1.969 0.426
H -0.469 -0.879 2.901 0.352
H -2.084 -0.410 2.348 0.436
H -1.302 -1.833 1.653 0.420
C 0.734 0.292 -2.395 0.349
N 1.563 0.440 -1.209 -0.452
N 0.370 -0.990 -2.574 -0.308
O 0.202 1.284 -2.850 -0.592
H 0.679 -1.700 -1.687 0.350
H 2.392 -0.139 -1.164 0.284
H 1.691 1.405 -0.937 0.236
H -0.065 -1.171 -3.468 0.235
```

Output
DFT total energy = -13960.1932 eV
Spin multiplicity = 1
Frontier orbital gap = 0.355 Ha
SMILES = CC(C)(N)C=O.NC(N)=O
Energy above the lowest of the compared OMol25 structures with the same formula, charge and spin = 1.841 eV